Record 1
The following is a quantum chemistry calculation of a 8-piece molecular cluster, C7H28N7O10 overall, from OMol25.

```
! RIJCOSX wB97M-V def2-TZVPD def2/J DEFGRID3
* xyz -1 1
N -0.130 1.065 -0.641
O 0.276 1.235 -1.770
O 0.611 1.307 0.336
O -1.301 0.801 -0.532
C 3.414 5.761 -7.016
O 2.617 4.598 -7.023
H 3.281 6.389 -7.896
H 3.298 6.482 -6.207
H 4.432 5.486 -7.294
H 2.547 4.220 -6.143
C -6.787 -2.263 0.581
O -6.099 -3.470 0.839
H -6.132 -1.453 0.259
H -7.592 -2.283 -0.154
H -7.255 -1.948 1.513
H -5.237 -3.155 1.118
C -3.450 -0.752 4.964
O -2.607 -1.767 4.462
H -3.505 0.170 4.385
H -4.412 -1.264 4.943
H -3.111 -0.613 5.991
H -2.041 -1.548 3.719
C -3.605 2.277 -5.981
O -2.786 3.257 -5.350
H -4.484 2.195 -5.342
H -3.887 2.631 -6.973
H -3.177 1.279 -6.077
H -2.387 2.839 -4.583
C 5.437 -1.521 0.692
O 6.448 -2.172 0.535
N 4.409 -1.690 -0.047
N 5.207 -0.470 1.440
H 4.477 -2.346 -0.813
H 3.771 -0.912 -0.138
H 4.290 -0.048 1.405
H 5.865 -0.163 2.142
C 3.467 0.778 8.284
O 4.543 0.715 7.746
N 3.154 0.666 9.521
N 2.452 1.064 7.599
H 3.846 0.647 10.256
H 2.204 0.938 9.734
H 2.617 1.260 6.622
H 1.495 0.979 7.911
C -0.498 -4.148 -3.653
O -0.572 -5.306 -4.118
N 0.221 -3.162 -4.043
N -1.290 -3.741 -2.680
H 1.063 -3.248 -4.594
H 0.047 -2.321 -3.511
H -1.884 -4.422 -2.229
H -1.262 -2.856 -2.194
*
```

Output
Kohn-Sham gap, eV: 6.89

These are the Löwdin partial charges, in e, on atoms 1 to 8: number 1, N, carries -0.723; number 2, O, carries -0.088; number 3, O, carries -0.107; number 4, O, carries -0.076; number 5, C, carries -0.189; number 6, O, carries -0.107; number 7, H, carries 0.066; number 8, H, carries 0.080



Record 2
The following is a quantum chemistry calculation of a 8-piece molecular cluster, C7H28NO11 overall, from OMol25.

```
! RIJCOSX wB97M-V def2-TZVPD def2/J DEFGRID3
* xyz -1 1
O -0.118 -2.174 1.852
C -0.769 -3.025 0.964
O -0.856 -2.651 -0.240
O -1.168 -4.144 1.334
H 0.062 -1.422 1.263
C 2.888 0.114 -2.758
O 2.084 1.263 -2.717
C 1.094 1.350 -3.704
C 0.377 2.715 -3.581
N -0.727 2.812 -2.642
C -0.269 3.180 -1.287
C -1.467 3.358 -0.323
O -2.368 2.311 -0.192
C -1.829 1.131 0.397
H 3.407 -0.027 -1.814
H 3.578 0.117 -3.612
H 2.276 -0.773 -2.969
H 0.390 0.513 -3.702
H 1.586 1.378 -4.688
H -0.060 2.959 -4.555
H 1.076 3.526 -3.381
H -1.388 2.052 -2.576
H 0.283 4.118 -1.305
H 0.359 2.356 -0.933
H -1.958 4.296 -0.585
H -0.973 3.603 0.631
H -1.507 1.431 1.405
H -0.948 0.808 -0.157
H -2.675 0.454 0.453
O 2.102 -1.798 0.065
H 1.789 -2.563 0.564
H 1.630 -1.855 -0.774
O -3.483 -2.069 -0.968
H -3.705 -2.136 -0.036
H -2.560 -2.387 -1.020
O -1.806 -2.312 3.944
H -2.638 -1.838 3.863
H -1.220 -1.904 3.280
O 0.672 -4.116 4.026
H 0.596 -3.160 3.978
H 1.475 -4.316 3.537
O 0.145 0.473 3.505
H 0.775 1.138 3.205
H -0.720 0.851 3.314
O 2.462 -1.191 3.262
H 2.600 -1.263 2.310
H 1.503 -1.183 3.367
*
```

Output
Kohn-Sham gap, eV: 7.59

These are the Löwdin partial charges, in e, on atoms 1 to 8: number 1, O, carries -0.029; number 2, C, carries -0.795; number 3, O, carries -0.084; number 4, O, carries 0.000; number 5, H, carries 0.084; number 6, C, carries -0.116; number 7, O, carries -0.195; number 8, C, carries -0.223



Record 3
The following is a quantum chemistry calculation of a 7-piece molecular cluster, C7H28NO6 overall, from OMol25.

```
! RIJCOSX wB97M-V def2-TZVPD def2/J DEFGRID3
* xyz 0 2
C -3.015 -0.352 0.422
C -1.569 0.069 0.319
C -1.366 1.258 -0.619
C -1.437 0.883 -2.109
C 1.842 -0.110 -3.946
C 0.658 0.638 -3.419
C -0.239 0.108 -2.602
N -1.091 0.433 1.690
H -3.422 -0.651 -0.543
H -3.654 0.459 0.767
H -3.140 -1.201 1.090
H -0.951 -0.758 0.005
H -2.156 1.988 -0.426
H -0.424 1.768 -0.407
H -1.615 1.773 -2.714
H -2.341 0.299 -2.311
H 1.756 -0.272 -5.020
H 2.787 0.416 -3.783
H 1.959 -1.073 -3.493
H 0.524 1.657 -3.796
H -0.170 -0.914 -2.250
H -1.299 -0.362 2.301
H -0.057 0.577 1.662
H -1.606 1.259 2.056
H 1.785 -1.257 1.460
H 1.570 -2.689 0.691
O 1.471 -2.196 1.546
H 3.845 2.177 -0.381
H 2.829 1.420 -1.262
O 2.940 1.878 -0.397
H 2.631 -4.074 -0.965
H 1.072 -4.327 -0.995
O 1.752 -3.608 -0.905
H 0.145 -2.105 2.578
H -0.855 -2.567 3.666
O -0.618 -1.812 3.131
H -3.160 2.862 3.369
H -1.871 3.673 2.926
O -2.369 2.859 2.749
H 2.362 0.816 2.412
H 2.280 1.029 0.890
O 1.866 0.530 1.631
*
```

Output
Kohn-Sham gap (spin up / spin down), eV: 2.25 / 9.72

These are the Löwdin partial charges, in e, on atoms 1 to 8: number 1, C, carries -0.057; number 2, C, carries -0.375; number 3, C, carries -0.176; number 4, C, carries -0.198; number 5, C, carries -0.126; number 6, C, carries -0.179; number 7, C, carries -0.134; number 8, N, carries 0.179



Record 4
The following is a quantum chemistry calculation of a 7-piece molecular cluster, C7H28O7 overall, from OMol25.

```
! RIJCOSX wB97M-V def2-TZVPD def2/J DEFGRID3
* xyz 0 1
C -3.803 3.539 -3.058
O -2.506 3.466 -2.469
H -4.535 3.614 -2.254
H -3.847 4.384 -3.745
H -4.012 2.639 -3.645
H -2.146 2.584 -2.615
C 0.298 -2.345 4.311
O 1.311 -2.183 3.347
H -0.677 -2.433 3.827
H 0.444 -3.216 4.962
H 0.291 -1.492 4.991
H 1.074 -2.632 2.519
C -0.002 -0.402 -0.194
O -0.585 0.858 -0.515
H 0.468 -0.329 0.786
H -0.763 -1.186 -0.174
H 0.795 -0.663 -0.899
H -0.850 0.836 -1.455
C 1.468 3.513 0.385
O 0.701 2.680 1.232
H 2.146 4.149 0.954
H 2.053 2.875 -0.285
H 0.795 4.201 -0.142
H 0.268 1.992 0.702
C 3.391 0.465 1.445
O 4.804 0.337 1.476
H 3.023 0.311 0.427
H 2.871 -0.210 2.137
H 3.069 1.442 1.802
H 5.020 -0.524 1.110
C -0.514 -4.408 1.230
O 0.528 -3.488 0.944
H -0.918 -4.189 2.219
H -1.343 -4.453 0.523
H -0.101 -5.419 1.344
H 0.776 -3.608 0.023
C -1.700 -0.409 -3.488
O -1.287 0.930 -3.261
H -0.865 -1.104 -3.626
H -2.285 -0.750 -2.636
H -2.307 -0.515 -4.392
H -0.550 1.144 -3.843
*
```

Output
Structure (SMILES): CO.CO.CO.CO.CO.CO.CO
Kohn-Sham gap, eV: 9.41

These are the Löwdin partial charges, in e, on atoms 1 to 8: number 1, C, carries -0.154; number 2, O, carries -0.132; number 3, H, carries 0.074; number 4, H, carries 0.073; number 5, H, carries 0.072; number 6, H, carries 0.020; number 7, C, carries -0.174; number 8, O, carries -0.131



Record 5
The following is a quantum chemistry calculation of a 7-piece molecular cluster, C7H28O7 overall, from OMol25.

```
! RIJCOSX wB97M-V def2-TZVPD def2/J DEFGRID3
* xyz 0 1
C 1.654 0.261 1.159
O 1.524 -0.951 0.496
H 2.716 0.492 1.086
H 1.305 0.255 2.172
H 1.133 1.098 0.657
H 2.093 -1.541 1.015
C -0.560 -1.538 3.470
O 0.711 -2.026 3.133
H -1.363 -2.138 3.025
H -0.739 -0.525 3.090
H -0.682 -1.473 4.533
H 1.288 -1.431 3.566
C 0.479 -4.173 0.516
O 0.133 -4.299 1.846
H 0.178 -3.267 -0.014
H 0.248 -5.024 -0.020
H 1.553 -4.052 0.424
H 0.344 -3.442 2.288
C -0.955 3.948 0.275
O 0.097 3.413 1.018
H -1.101 3.297 -0.639
H -0.790 5.040 0.056
H -1.840 3.823 0.906
H 0.882 3.484 0.435
C -0.168 2.538 -3.199
O 1.043 2.121 -3.834
H -0.968 2.191 -3.849
H -0.224 3.634 -3.185
H -0.215 2.101 -2.171
H 1.741 2.414 -3.274
C -0.145 -0.706 -2.892
O -0.873 -1.802 -2.352
H -0.946 -0.115 -3.305
H 0.501 -0.936 -3.687
H 0.325 -0.192 -2.111
H -0.885 -1.697 -1.420
C -1.514 0.462 0.080
O -1.038 -0.826 0.219
H -0.791 1.028 -0.512
H -1.582 0.890 1.071
H -2.485 0.432 -0.475
H -0.067 -0.778 0.397
*
```

Output
Structure (SMILES): CO.CO.CO.CO.CO.CO.CO
Kohn-Sham gap, eV: 9.32

These are the Löwdin partial charges, in e, on atoms 1 to 8: number 1, C, carries -0.141; number 2, O, carries -0.113; number 3, H, carries 0.098; number 4, H, carries 0.071; number 5, H, carries 0.076; number 6, H, carries 0.110; number 7, C, carries -0.127; number 8, O, carries -0.117



What are the total energy values for these records? In order: -1419.0938 -1165.9413 -789.6005 -810.0428 -810.0040 Ha.
What are the energy relative to the best compared isomer or geometry (same formula, charge and spin) values for these records? In order: 116.9 0.6 0.0 80.5 104.8 kcal/mol.
What are the largest force on an atom values for these records? In order: 8.335 4.486 1.791 1.305 2.876 eV/Å.